[1]
106
Properties=species:S:1:pos:R:3:lowdin_charge:R:1 method="wB97M-V/def2-TZVPD" e_homo_ev=-6.7
H 0.01 -3.16 0.19 -0.0156
N 0.09 -3.59 -0.76 0.0234
C -1.04 -3.12 -1.42 -0.2283
C -2.15 -2.15 -0.69 -0.4039
P -1.37 -0.61 0.18 0.7022
C -2.66 0.80 -0.20 -0.4213
C -4.17 0.18 0.04 -0.1841
C -5.34 1.35 0.19 -0.3004
N -6.70 0.90 0.73 0.0445
O -5.12 2.63 -0.19 -0.0780
P 0.58 -0.09 -0.64 0.7042
C 2.01 -0.38 0.59 -0.4708
C 1.60 -1.17 1.97 -0.2083
C 0.59 1.83 -0.95 -0.4446
C 0.82 2.01 -2.57 -0.2034
H -1.20 -3.49 -2.54 0.1010
H -2.83 -2.75 0.05 0.0751
H -2.86 -1.75 -1.56 0.0684
H -2.48 1.75 0.47 0.0882
H -2.54 1.18 -1.32 0.0988
H -4.14 -0.38 1.08 0.1237
H -4.54 -0.53 -0.82 0.1008
H -7.39 1.72 0.63 0.0940
H -6.63 0.67 1.75 0.0862
H 2.44 0.68 0.92 0.0545
H 2.88 -0.94 0.00 0.0853
H 1.13 -2.23 1.81 0.0529
H 2.62 -1.35 2.56 0.0750
H 0.91 -0.56 2.70 0.0723
H 1.50 2.29 -0.33 0.0794
H -0.37 2.36 -0.56 0.0544
H 1.97 1.97 -2.82 0.0524
H 0.27 2.98 -2.93 0.0774
H 0.31 1.06 -3.09 0.0578
C -5.04 -6.25 -0.32 -0.0910
C -5.40 -5.17 0.67 -0.3160
O -4.76 -3.95 0.32 -0.1267
H -3.96 -6.40 -0.35 0.0786
H -5.53 -7.19 -0.07 0.0712
H -5.35 -5.96 -1.33 0.0648
H -5.07 -5.45 1.68 0.1109
H -6.48 -5.00 0.70 0.1062
H -5.06 -3.70 -0.57 0.0285
C -2.39 -3.99 -6.80 -0.0954
C -2.13 -4.50 -5.39 -0.3310
O -3.21 -4.14 -4.54 -0.1073
H -2.51 -2.90 -6.80 0.0783
H -1.56 -4.25 -7.46 0.0752
H -3.31 -4.41 -7.20 0.0721
H -1.22 -4.06 -4.98 0.1063
H -2.02 -5.59 -5.38 0.1112
H -4.02 -4.54 -4.91 0.0864
C 5.97 2.25 -4.23 -0.0933
C 5.03 3.40 -3.92 -0.3198
O 3.86 2.90 -3.27 -0.1119
H 5.48 1.51 -4.87 0.0791
H 6.87 2.61 -4.73 0.0730
H 6.26 1.73 -3.31 0.0719
H 4.72 3.90 -4.84 0.1164
H 5.51 4.13 -3.27 0.0948
H 4.15 2.47 -2.44 0.0834
C -7.35 -2.31 -3.79 -0.0848
C -7.14 -2.51 -2.30 -0.2960
O -5.97 -3.28 -2.08 -0.1075
H -7.43 -3.27 -4.31 0.0774
H -8.25 -1.72 -3.98 0.0776
H -6.49 -1.79 -4.23 0.0763
H -7.99 -3.05 -1.87 0.1207
H -7.04 -1.56 -1.78 0.1065
H -5.22 -2.79 -2.46 0.0911
C 5.47 6.71 -0.72 -0.0966
C 5.08 5.68 0.32 -0.3249
O 5.08 4.38 -0.27 -0.0996
H 4.77 6.69 -1.56 0.0785
H 5.46 7.72 -0.28 0.0737
H 6.47 6.51 -1.12 0.0717
H 4.07 5.87 0.70 0.1159
H 5.77 5.68 1.16 0.1072
H 5.98 4.21 -0.60 0.0824
C 3.44 2.71 5.07 -0.0992
C 2.96 1.42 4.44 -0.3067
O 2.85 1.57 3.03 -0.1095
H 2.74 3.53 4.84 0.0555
H 3.52 2.61 6.15 0.0786
H 4.41 3.00 4.66 0.0700
H 1.97 1.14 4.83 0.1039
H 3.65 0.60 4.65 0.0878
H 3.73 1.80 2.70 0.0883
C -1.29 3.45 4.64 -0.0886
C -0.41 2.92 5.76 -0.3130
O 0.84 3.59 5.75 -0.1137
H -0.80 3.30 3.67 0.0783
H -2.26 2.94 4.63 0.0743
H -1.46 4.52 4.75 0.0726
H -0.23 1.85 5.63 0.1085
H -0.89 3.08 6.73 0.1078
H 0.66 4.54 5.87 0.0990
C 6.90 -2.23 3.70 -0.0948
C 5.96 -1.08 4.01 -0.3350
O 4.80 -1.57 4.66 -0.1015
H 6.41 -2.97 3.06 0.0800
H 7.80 -1.86 3.20 0.0740
H 7.20 -2.74 4.62 0.0729
H 5.65 -0.58 3.09 0.1109
H 6.44 -0.34 4.66 0.1086
H 5.09 -2.01 5.49 0.0923

[2]
14
Properties=species:S:1:pos:R:3:mulliken_spin:R:1 method="wB97M-V/def2-TZVPD" e_homo_ev="-7.6 / -7.2" s_squared=0.76 multiplicity=2
Yb 2.00 -1.16 1.28 -0.0113
N -0.31 -1.01 1.29 -0.0002
S -0.84 0.03 0.37 0.0016
O -0.57 0.04 -1.09 -0.0017
C -2.70 0.07 0.46 -0.0001
F -3.10 0.16 1.72 0.0000
F -3.13 -1.07 -0.06 0.0000
F -3.19 1.09 -0.23 0.0000
Li 1.55 0.34 -1.49 -0.0014
S 4.68 -1.65 -1.74 0.6795
O 3.04 -2.23 -1.74 0.3344
S 1.35 1.78 0.94 -0.0002
O 1.73 2.03 -0.55 -0.0008
O -0.51 1.57 0.86 0.0002

[3]
123
Properties=species:S:1:pos:R:3:lowdin_charge:R:1 method="wB97M-V/def2-TZVPD" e_homo_ev=-9.2 smiles="C[C@H](O)CO[C@@]1(CN)OS(=O)(=O)O[C@]1(CCCI)ON=O.COC[C@@H](C)N.COC[C@@H](C)N.COC[C@@H](C)N.COC[C@@H](C)N.COC[C@@H](C)N"
C 8.67 2.86 0.57 -0.0356
C 7.68 1.71 0.41 -0.3815
O 7.88 1.04 -0.84 -0.0445
C 6.23 2.18 0.39 -0.1037
O 5.44 1.76 1.51 -0.0335
C 5.25 0.41 1.74 -0.4392
C 5.06 -0.44 0.48 -0.1353
N 5.19 -1.87 0.75 0.0533
O 6.28 -0.13 2.59 -0.1060
S 6.17 0.58 4.02 0.6367
O 6.98 1.74 4.09 -0.2053
O 6.28 -0.43 5.01 -0.2060
O 4.63 1.04 3.87 -0.1072
C 4.05 0.38 2.73 -0.4115
C 2.77 1.07 2.27 -0.0761
C 1.64 0.10 1.93 -0.2944
C 0.47 0.80 1.22 -0.6395
I -1.18 1.15 2.54 0.8265
O 3.82 -0.98 3.08 -0.0355
N 3.12 -1.04 4.34 0.0546
O 3.02 -2.15 4.68 0.1104
H 8.80 3.37 -0.39 0.0883
H 8.33 3.57 1.33 0.0874
H 9.64 2.49 0.88 0.0823
H 7.85 1.01 1.24 0.1366
H 8.82 0.89 -0.97 0.0938
H 5.77 1.89 -0.55 0.1294
H 6.19 3.27 0.44 0.1369
H 4.09 -0.17 0.06 0.1337
H 5.81 -0.17 -0.25 0.1158
H 5.61 -2.32 -0.06 0.0781
H 4.29 -2.31 0.90 0.0635
H 3.01 1.66 1.39 0.1272
H 2.46 1.79 3.03 0.1429
H 1.99 -0.74 1.33 0.0934
H 1.26 -0.34 2.86 0.0638
H 0.75 1.74 0.76 0.0429
H 0.09 0.13 0.46 0.0089
C -0.33 -1.52 -2.09 -0.0842
O 0.75 -1.55 -1.16 -0.2097
C 1.22 -2.83 -0.81 -0.1994
C 2.21 -3.45 -1.81 -0.4270
C 1.56 -3.98 -3.09 -0.0667
N 3.28 -2.52 -2.18 0.0531
H -0.99 -2.37 -1.95 0.0980
H 0.04 -1.50 -3.12 0.0781
H -0.88 -0.60 -1.92 0.0661
H 1.75 -2.70 0.14 0.1078
H 0.38 -3.51 -0.62 0.1259
H 2.68 -4.29 -1.30 0.1372
H 1.29 -3.17 -3.77 0.0654
H 2.25 -4.63 -3.61 0.0764
H 0.65 -4.55 -2.86 0.0791
H 3.81 -2.25 -1.35 0.0287
H 2.85 -1.65 -2.51 0.0734
C -2.80 -3.32 6.62 -0.1017
O -1.44 -2.98 6.70 -0.1908
C -0.53 -4.06 6.78 -0.2028
C -0.17 -4.70 5.43 -0.4308
C -1.27 -5.59 4.85 -0.0702
N 0.22 -3.71 4.43 0.0506
H -3.02 -4.22 7.20 0.0930
H -3.13 -3.49 5.59 0.0811
H -3.38 -2.49 7.03 0.0593
H 0.38 -3.64 7.21 0.1232
H -0.91 -4.82 7.48 0.1200
H 0.70 -5.33 5.62 0.1365
H -2.07 -5.00 4.41 0.0641
H -0.86 -6.22 4.06 0.0745
H -1.70 -6.24 5.62 0.0773
H 1.02 -3.19 4.77 0.0333
H -0.52 -3.02 4.38 0.0708
C -1.36 2.04 -2.99 -0.0968
O -1.20 0.96 -3.90 -0.2090
C -2.02 1.01 -5.05 -0.1984
C -1.50 1.91 -6.18 -0.4311
C -1.70 3.40 -5.92 -0.0684
N -0.09 1.66 -6.50 0.0417
H -2.40 2.38 -2.96 0.0951
H -0.72 2.88 -3.24 0.0788
H -1.09 1.68 -2.00 0.0737
H -2.05 -0.02 -5.42 0.1232
H -3.05 1.29 -4.77 0.1217
H -2.09 1.65 -7.06 0.1301
H -0.96 3.79 -5.21 0.0655
H -1.59 3.96 -6.84 0.0790
H -2.69 3.60 -5.51 0.0671
H 0.03 0.70 -6.79 0.0705
H 0.44 1.73 -5.64 0.0682
C -4.92 -0.07 7.76 -0.1076
O -5.09 1.26 7.32 -0.1851
C -3.95 2.09 7.42 -0.2073
C -2.95 1.95 6.27 -0.4310
C -2.11 0.68 6.33 -0.0810
N -3.60 2.03 4.95 0.0227
H -4.24 -0.12 8.62 0.0939
H -4.54 -0.73 6.97 0.0561
H -5.90 -0.44 8.08 0.0898
H -4.34 3.11 7.42 0.1217
H -3.45 1.92 8.38 0.1205
H -2.27 2.80 6.35 0.1366
H -2.67 -0.20 6.01 0.0603
H -1.24 0.77 5.67 0.0262
H -1.74 0.50 7.34 0.0843
H -4.07 2.93 4.86 0.0750
H -4.36 1.35 4.94 0.0727
C -5.29 3.68 -7.61 -0.0999
O -4.98 2.31 -7.74 -0.2006
C -6.06 1.48 -8.12 -0.2088
C -6.36 1.45 -9.62 -0.4365
C -7.07 2.70 -10.13 -0.0702
N -5.16 1.23 -10.44 0.0393
H -6.31 3.84 -7.24 0.0921
H -5.17 4.21 -8.56 0.0788
H -4.59 4.11 -6.89 0.0717
H -5.77 0.47 -7.82 0.1209
H -6.96 1.74 -7.55 0.1202
H -7.03 0.60 -9.79 0.1346
H -6.39 3.54 -10.24 0.0648
H -7.50 2.51 -11.12 0.0759
H -7.88 3.00 -9.46 0.0778
H -4.75 0.33 -10.19 0.0706
H -4.47 1.92 -10.18 0.0692

Electronic energy, record by record: -2462.3825 -3054.0969 -3205.2219 hartree